No. 1
Here is C30H23F4N11NiO2 as an isolated structure from the OMol25 dataset. Energies are from ωB97M-V/def2-TZVPD.

XYZ file:
```
71
Properties=species:S:1:pos:R:3:forces:R:3
Ni 0.58806 0.25581 0.41636 -0.32 0.01 0.14
F -0.74689 4.77377 -4.56505 0.02 0.03 0.00
F -3.81560 0.36553 -5.35270 0.01 0.00 0.01
F -4.07664 2.40067 -6.99496 0.01 0.00 0.01
F -0.49635 2.73315 -2.93257 0.04 0.02 0.03
O 1.63421 3.82008 1.47633 0.09 0.00 0.02
O 0.87832 2.06368 0.33693 0.10 -0.06 -0.06
N -0.48570 0.34662 -1.14049 0.08 -0.11 -0.24
N 3.45034 5.04659 3.76865 0.00 -0.03 -0.04
N -1.85238 -6.08955 1.55581 -0.01 0.01 0.01
N -4.16635 4.86587 -8.74578 -0.02 0.02 0.02
N 0.21826 -1.61486 0.56704 0.07 0.00 -0.04
N -1.28587 6.99476 -6.51366 0.02 -0.01 -0.02
N 2.16343 6.55900 2.56737 0.01 0.01 0.04
N 1.64171 0.29960 2.01855 0.11 -0.01 -0.09
N -3.18379 -1.89191 -3.33714 -0.04 0.01 0.12
N 4.45101 6.58053 2.37689 0.00 -0.03 -0.03
N -0.18488 -6.76466 0.23248 0.00 0.01 0.00
C -2.43330 3.70864 -5.87633 0.00 0.06 -0.04
C 0.99373 -2.53970 -0.01436 0.00 -0.01 -0.01
C -0.43630 -4.31881 0.71467 0.02 0.00 -0.02
C 2.93951 2.01502 3.34328 0.01 0.00 0.02
C -1.57126 -10.13389 0.85050 0.01 0.00 -0.01
C -2.80031 -8.37570 1.99221 0.00 -0.01 0.00
C -2.57544 4.76801 -6.71758 0.00 -0.02 0.02
C -0.86542 -7.90490 0.59857 -0.01 0.01 0.01
C -2.14391 1.45819 -4.06759 -0.03 -0.04 0.02
C -1.90327 -7.45928 1.43073 0.01 0.00 -0.01
C -1.49812 3.71119 -4.76312 -0.01 -0.01 0.00
C -0.67697 -9.25124 0.28901 0.00 -0.01 0.00
C -1.11699 0.40250 -2.09504 -0.02 0.26 0.31
C -2.00663 0.39988 -3.20862 0.01 -0.15 0.03
C -3.07227 1.44408 -5.17340 -0.01 0.01 -0.02
C -1.83305 5.98798 -6.58409 -0.02 0.02 0.05
C -0.89016 -2.02281 1.21407 0.01 0.00 0.01
C -0.82939 -5.71472 0.83444 0.01 -0.02 -0.01
C 3.34379 6.04660 2.90067 -0.03 0.02 -0.01
C -2.71266 -0.84503 -3.30020 0.07 -0.01 -0.23
C -1.37197 2.66785 -3.93047 -0.01 0.02 -0.03
C -1.24342 -3.34475 1.31188 0.00 0.02 0.00
C 1.40041 2.63175 1.37480 -0.18 0.06 0.10
C 2.34344 4.30992 4.38101 0.02 -0.01 0.00
C -3.48198 4.78868 -7.82702 0.02 -0.04 -0.05
C 1.66087 1.69038 2.56022 0.05 0.01 -0.03
C -3.20697 2.48527 -6.01338 -0.02 -0.04 0.01
C -2.61892 -9.70362 1.69147 -0.01 0.01 0.01
C 0.70521 -3.88568 0.03802 -0.02 -0.01 0.01
C 2.73159 2.85386 4.60876 0.01 0.01 -0.02
H 3.64610 2.81979 5.20741 0.00 0.00 0.00
H 4.37549 4.84852 4.11775 -0.01 0.01 0.02
H 1.49519 4.35365 3.70382 -0.04 -0.01 -0.01
H -1.50516 -1.24783 1.65380 0.00 0.00 0.00
H 2.07232 4.77685 5.32953 0.01 0.00 0.00
H 2.58874 0.02377 1.75913 -0.01 0.01 0.02
H 3.40150 1.07307 3.65091 -0.01 0.01 0.02
H 2.08371 7.10464 1.72546 0.00 0.01 0.00
H 3.64658 2.51108 2.67410 0.01 -0.01 0.01
H 1.86688 -2.17905 -0.54339 0.00 -0.01 0.01
H 1.37947 -4.57557 -0.44907 0.00 0.00 0.00
H 0.59577 -6.72594 -0.39798 0.00 0.00 0.00
H 4.41167 7.42649 1.83524 0.00 0.00 0.00
H 1.33870 -0.36833 2.72195 0.00 0.00 0.00
H -3.29115 -10.44318 2.10412 0.00 0.00 0.00
H 1.31900 6.11481 2.88376 0.01 -0.01 -0.04
H -3.60177 -8.03805 2.63436 0.00 0.00 0.00
H -1.47017 -11.19050 0.64271 0.00 0.00 0.00
H 0.79076 1.77700 3.21723 -0.02 -0.01 -0.03
H 0.12364 -9.58925 -0.35479 0.00 0.00 0.00
H 5.35246 6.15989 2.51768 0.01 0.02 0.02
H -2.13834 -3.64603 1.83709 0.00 0.00 0.00
H 1.95785 2.39989 5.23207 0.00 -0.01 -0.01
```
Positions in Å, forces in eV/Å.

Summary:
Kohn-Sham gap (alpha / beta) (eV): 4.8 / 4.8
Largest force on an atom (eV/A): 0.40
Net charge: +2
LUMO energy (alpha / beta) (eV): -7.35 / -7.36
Relative energy (zero: lowest compared OMol25 entry of this formula, charge and spin) (eV): 0.000

Population analysis type Löwdin, resulting atomic charges in e: 0.512 0.164 0.157 0.174 0.139 0.070 -0.067 0.211 0.102 0.191 0.251 -0.073 0.242 0.227 0.049 0.218 0.212 0.174 0.000 -0.089 -0.096 -0.133 -0.066 -0.001 -0.089 -0.180 0.006 -0.214 -0.124 -0.011 -0.029 -0.106 -0.132 -0.142 -0.083 -0.289 -0.428 -0.168 -0.132 0.030 -0.563 -0.158 -0.139 -0.232 -0.121 -0.069 0.023 -0.160 0.123 0.163 0.099 0.125 0.137 0.132 0.122 0.140 0.125 0.125 0.120 0.157 0.134 0.129 0.109 0.115 0.117 0.111 0.165 0.114 0.131 0.127 0.127



No. 2
Here is C23H34BCaCl5FN2O7PS as an isolated structure in a non-equilibrium geometry from the OMol25 dataset. Energies are from ωB97M-V/def2-TZVPD.

XYZ file:
```
76
Properties=species:S:1:pos:R:3:forces:R:3
Ca 2.81222 3.03319 -2.16076 1.21 -0.56 0.32
Cl -7.01405 -2.07600 -2.33354 -0.18 0.02 -0.24
Cl -0.76191 -2.67125 4.12037 -0.11 -0.06 -0.04
Cl -0.70359 -3.68630 1.38947 -0.05 -0.11 0.00
Cl 1.75803 -3.38557 2.87458 -0.17 -0.52 0.10
Cl -5.99859 0.58153 -1.64156 -0.02 0.09 -0.06
S 3.71391 0.80379 -0.65068 -0.69 -1.23 0.58
P 5.70400 -2.38676 4.13466 0.03 -0.28 -0.21
F -5.85772 2.52471 1.63534 -0.06 -0.03 -0.02
O 2.69458 1.70707 2.67233 0.37 -0.31 -0.24
O 6.67258 -3.47861 3.67046 -0.75 0.06 -0.20
O 1.90887 -0.08488 -2.65941 0.06 -0.36 1.55
O 4.33033 -2.93532 4.52893 0.75 -0.17 0.16
O 6.33227 -1.66598 5.32290 -0.46 0.34 0.14
O 2.70088 1.55095 4.87168 0.10 1.58 2.42
O 5.52881 -1.37117 3.00522 0.28 0.24 -0.11
N 5.19487 -3.07879 -5.70602 -0.20 0.16 -0.09
N -2.39129 -0.14262 -0.03260 0.06 -0.10 -0.12
C -7.05024 -0.34798 -2.71570 -0.07 0.07 -0.11
C -4.50845 4.22029 2.55593 -0.23 0.09 0.15
C -3.65770 -2.27027 0.80102 -0.36 -0.23 -0.08
C 0.04871 -3.76917 2.99369 0.39 0.13 -0.08
C 4.48309 -2.30434 -4.88551 0.19 -0.14 -0.01
C 0.13714 2.48376 -2.17795 0.22 -0.52 0.99
C -5.76056 -1.05038 1.56515 0.03 -0.04 -0.02
C 0.67827 1.50428 -0.98402 0.21 0.20 -0.97
C -3.57566 2.57444 1.06200 -0.22 -0.16 -0.18
C 2.28613 -0.51756 3.77334 -0.02 0.31 0.31
C -2.33218 3.17691 1.17721 -0.06 0.18 0.12
C 3.83216 2.11639 0.64328 1.25 -0.02 0.12
C 3.94912 1.44377 2.04716 -0.59 -0.19 -0.59
C 3.01750 -1.60179 -6.62220 -0.04 0.04 -0.05
C -2.17307 4.29460 1.98651 0.09 0.06 -0.01
C -5.17753 -2.13784 0.67070 -0.26 0.25 0.06
C -4.64865 3.10565 1.75064 0.47 0.27 0.07
C -3.26042 4.81466 2.67793 0.06 -0.13 -0.14
C 3.74321 -2.39808 -7.49240 -0.02 0.02 0.02
C 3.39083 -1.55091 -5.28862 -0.02 0.06 -0.07
C -2.94867 -1.07646 0.33654 0.08 -0.16 0.13
C 4.81678 -3.11385 -6.98460 0.16 -0.10 0.14
C 2.56691 0.98081 3.86876 -0.23 -2.06 -1.59
B 2.03497 0.75091 -1.47510 -0.33 1.43 -0.86
H -1.20033 4.76228 2.08022 -0.03 -0.02 0.03
H -5.36932 4.61509 3.08039 0.00 -0.04 -0.01
H 3.10657 -1.06894 3.27755 -0.42 0.41 0.09
H 3.01457 2.86935 0.63809 0.13 -0.52 -0.07
H -5.63412 -3.09364 0.93959 0.15 -0.05 -0.06
H 3.48331 -2.46388 -8.54053 0.03 -0.03 0.01
H -3.38718 -2.47923 1.83787 0.13 0.14 -0.04
H -5.38153 -0.06358 1.29560 0.00 0.00 0.04
H 2.84857 -0.94231 -4.57780 0.03 -0.05 0.04
H -0.75425 3.06310 -1.86812 0.71 0.04 -0.07
H 4.64284 1.20358 -1.67491 0.16 1.04 0.00
H -3.32306 -3.12457 0.20951 0.14 0.09 0.00
H 1.32833 -0.80842 -2.36818 0.19 -0.11 -0.58
H -6.84688 -1.02435 1.46728 0.03 0.05 0.01
H 1.31101 -0.73653 3.30190 0.59 0.34 0.00
H 0.76218 2.02126 -0.00814 -0.23 -0.10 -0.45
H -3.13553 5.68328 3.31170 -0.04 -0.03 -0.01
H -5.52031 -1.23557 2.61475 0.00 0.03 -0.01
H 4.11041 0.35168 1.95242 0.15 0.48 0.01
H 4.81544 -2.29555 -3.85254 -0.07 0.03 0.02
H -0.11116 0.72225 -0.90185 0.35 0.60 0.23
H -3.71366 1.69924 0.44391 0.01 0.03 0.01
H 0.95956 3.20049 -2.51122 -2.50 -0.22 -0.17
H 4.79794 2.64097 0.46975 -0.56 -0.30 -0.27
H 2.25562 -0.88914 4.81341 0.03 0.16 -0.56
H -8.06796 0.01229 -2.60727 0.05 -0.06 0.11
H 5.41284 -3.75365 -7.62638 -0.04 0.02 -0.05
H 2.17046 -1.02769 -6.97883 0.01 -0.02 0.00
H -0.05905 -4.77997 3.36896 -0.05 0.06 -0.04
H 4.80939 1.85849 2.61311 -0.58 -0.05 -0.24
H -1.48654 2.77195 0.63447 -0.07 -0.10 0.04
H -6.71518 -0.20996 -3.73840 0.08 -0.07 0.08
H -0.18871 1.89183 -3.05318 0.58 0.23 0.40
H -5.45013 -1.93597 -0.36827 0.19 -0.09 0.23
```
Positions in Å, forces in eV/Å.

Summary:
Kohn-Sham gap (eV): 4.2
Largest force on an atom (eV/A): 2.89
Net charge: 0
LUMO energy (eV): -2.64
Relative energy (zero: lowest compared OMol25 entry of this formula, charge and spin) (eV): 0.000

Population analysis type Löwdin, resulting atomic charges in e: 1.187 0.545 0.539 0.544 0.633 0.551 0.965 -0.105 0.050 -0.064 -0.179 -0.065 -0.239 -0.152 0.182 -0.221 0.056 0.176 -0.991 -0.017 -0.213 -1.498 -0.150 -0.120 -0.109 -0.215 -0.027 -0.047 -0.079 -0.370 -0.223 -0.086 -0.096 -0.279 -0.281 -0.083 -0.078 -0.074 -0.204 -0.156 -0.502 -0.944 0.098 0.118 0.025 0.084 0.113 0.100 0.098 0.034 0.069 0.077 -0.046 0.100 0.097 0.078 0.045 0.080 0.105 0.081 0.094 0.104 0.072 0.059 -0.047 0.099 0.101 0.028 0.103 0.102 0.016 0.150 0.078 0.026 0.090 0.009



No. 3
Here is one molecule with the formula C3H4O3 from the OMol25 dataset. Energies are from ωB97M-V/def2-TZVPD.

XYZ file:
```
10
Properties=species:S:1:pos:R:3:forces:R:3
O -1.61608 0.37552 1.10028 0.22 0.23 -0.42
O 1.94439 -0.14810 1.18448 -0.44 -0.17 -0.24
O -0.21911 -0.65295 -1.47342 0.01 -0.17 0.06
C -1.00930 0.90295 0.19993 -0.27 -0.17 0.34
C 0.20751 0.22089 -0.44558 0.15 0.18 0.12
C 0.93001 -0.52932 0.66345 0.37 0.10 0.21
H 0.41944 -1.46543 0.98061 0.15 0.03 -0.04
H 0.88172 0.96250 -0.88405 -0.08 -0.06 0.08
H -0.22518 -1.56049 -1.13794 -0.15 0.15 -0.05
H -1.31340 1.89445 -0.18776 0.04 -0.12 -0.05
```
Positions in Å, forces in eV/Å.

Summary:
Kohn-Sham gap (eV): 10.1
Largest force on an atom (eV/A): 0.53
SMILES: O=CC(O)C=O
Net charge: 0
LUMO energy (eV): 0.11
Relative energy (zero: lowest compared OMol25 entry of this formula, charge and spin) (eV): 1.938

Population analysis type Löwdin, resulting atomic charges in e: 0.078 0.093 -0.004 -0.168 -0.313 -0.210 0.141 0.153 0.098 0.132



Question: The highest relative energy (zero: lowest compared OMol25 entry of this formula, charge and spin) belongs to which entry?
Answer: C3H4O3